Entry from the Open Molecules 2025 dataset: a structure of composition C24H58HgP2Si4Te (wB97M-V/def2-TZVPD).

CARTESIAN COORDINATES (ANGSTROEM)
P (-4.5783, 2.9341, 1.3484)
P (-0.7904, -2.6168, -1.4163)
C (-2.7227, -0.9873, 0.4384)
C (-1.9974, -2.1722, 0.0288)
H (-3.7425, -0.7647, 0.0812)
H (-2.5568, -0.5624, 1.4261)
H (-1.4198, -2.5047, 0.9061)
H (-2.8046, -2.8428, -0.2531)
C (-1.9946, -2.2269, -2.8371)
H (-1.3764, -2.4138, -3.7373)
H (-2.2754, -1.1567, -2.7978)
H (-2.8809, -2.8919, -2.7816)
C (-1.0388, -4.4483, -1.3842)
H (-1.5477, -4.8498, -2.2775)
H (-1.5876, -4.7075, -0.4633)
H (-0.0030, -4.8269, -1.3325)
C (-4.5306, 4.7450, 1.3550)
H (-3.7551, 5.1985, 2.0005)
H (-5.5230, 5.0651, 1.7446)
H (-4.3780, 5.1662, 0.3351)
C (-4.2717, 2.2026, 3.0193)
H (-4.2602, 1.0906, 2.9876)
H (-5.0605, 2.5172, 3.7417)
H (-3.2682, 2.4775, 3.4411)
Hg (-3.7030, 1.4545, -1.3473)
C (-5.5189, -0.2823, -1.3725)
C (-4.9978, 0.2038, -2.5826)
C (-5.6103, 1.2803, -3.4604)
C (-6.2420, 2.3178, -2.5337)
C (-5.3845, 2.8010, -1.3499)
C (-5.9405, 2.5835, 0.0326)
C (-6.5436, 1.2041, 0.4696)
C (-6.7310, 0.1227, -0.6223)
C (-1.7737, 1.9691, -0.5668)
H (-5.3637, -1.3480, -1.1984)
H (-4.4682, -0.5133, -3.2140)
H (-6.3911, 1.0156, -4.1928)
H (-4.7952, 1.6485, -4.1065)
H (-6.4173, 3.1941, -3.1644)
H (-7.2132, 1.9328, -2.1670)
H (-5.0374, 3.8589, -1.4425)
H (-6.7674, 3.2821, 0.2572)
H (-7.5860, 1.3543, 0.8785)
H (-5.9189, 0.8432, 1.3263)
H (-6.9690, -0.7098, 0.0542)
H (-7.6548, 0.2493, -1.2271)
H (-1.3893, 0.9704, -0.2259)
H (-1.8341, 2.6940, 0.2661)
H (-1.1761, 2.4082, -1.3756)
C (3.5695, -2.3426, 3.5198)
Si (4.5575, -2.4729, 1.9175)
C (6.3982, -2.5441, 2.3200)
C (4.0483, -4.0070, 0.9666)
Si (3.9857, -0.6358, 0.5594)
Te (1.7660, -0.6115, -0.4591)
Si (4.5755, 1.3490, 1.7014)
C (6.4118, 1.3044, 2.1302)
C (4.1812, 2.7687, 0.5436)
C (3.5272, 1.4507, 3.2513)
Si (5.1629, -0.7521, -1.4654)
C (7.0126, -0.6584, -1.1040)
C (4.7996, -2.3856, -2.3205)
C (4.7185, 0.7038, -2.5898)
H (3.5141, -3.3454, 3.9712)
H (2.5454, -1.9937, 3.3284)
H (4.0410, -1.6614, 4.2418)
H (6.5897, -3.5042, 2.8264)
H (7.0317, -2.5047, 1.4245)
H (6.6996, -1.7359, 3.0002)
H (3.1564, -3.7976, 0.3637)
H (4.8421, -4.3709, 0.3009)
H (3.8000, -4.8017, 1.6859)
H (7.0587, 1.2238, 1.2465)
H (6.6464, 2.2558, 2.6326)
H (6.6712, 0.4884, 2.8181)
H (3.1677, 2.6839, 0.1355)
H (4.2396, 3.7010, 1.1205)
H (4.8760, 2.8462, -0.2995)
H (2.4591, 1.3968, 3.0099)
H (3.7445, 0.6638, 3.9818)
H (3.7128, 2.4200, 3.7329)
H (7.3275, -1.3366, -0.3007)
H (7.5305, -0.9532, -2.0309)
H (7.3139, 0.3673, -0.8488)
H (3.7170, -2.5221, -2.4261)
H (5.2531, -2.3630, -3.3236)
H (5.2121, -3.2437, -1.7732)
H (3.6326, 0.8498, -2.6602)
H (5.1823, 1.6387, -2.2436)
H (5.1118, 0.4724, -3.5929)

Atomic forces in eV per Å
2.5 -0.5 -2.6
-1.7 1.2 -0.6
-0.9 1.1 0.5
0.4 -1.0 0.1
1.0 -0.4 0.0
0.4 0.1 -0.3
-0.3 -0.4 -0.3
0.0 -0.8 0.2
0.9 0.0 0.4
-0.7 0.1 0.2
0.1 -0.6 -0.1
0.5 0.4 -0.2
0.6 0.0 0.3
0.2 0.3 0.4
0.2 -0.2 -0.4
-0.6 -0.4 0.0
-0.7 1.0 0.7
-0.3 -0.5 -0.2
0.6 0.4 -0.3
-0.2 -0.6 0.7
-1.4 0.0 1.3
-0.2 0.7 -0.3
0.6 -0.4 0.0
-0.9 0.2 -0.9
2.7 1.7 1.5
-0.4 -1.2 -3.3
-3.0 -2.5 -0.6
0.2 0.7 0.8
-0.5 1.5 -0.1
0.1 0.3 -0.4
-1.9 0.4 2.5
-0.5 0.6 -0.1
-0.5 0.1 2.0
0.9 -1.1 -0.1
1.1 0.3 0.1
0.5 0.0 0.7
0.2 -0.9 0.4
-0.2 0.5 0.4
-0.5 0.0 0.1
0.4 0.4 -0.5
-0.5 -0.8 -0.1
0.2 0.2 -0.2
1.2 0.1 -0.2
-0.6 -0.4 -0.9
-0.1 -0.3 -0.6
0.8 0.3 0.1
0.4 1.3 -0.2
-0.3 -0.6 -0.5
0.2 -0.3 0.2
0.0 -0.3 0.1
-0.3 0.5 -0.2
0.0 -0.1 0.1
-0.1 -0.3 0.2
1.2 0.0 -0.1
-0.9 0.2 0.3
-0.3 -0.7 -0.5
0.0 0.2 0.1
0.0 0.4 0.2
0.0 0.3 0.2
0.2 0.3 0.6
0.1 -0.1 -0.4
0.0 0.0 -0.2
0.1 -0.2 -0.1
0.0 0.3 0.1
0.2 -0.1 0.0
-0.1 -0.2 -0.2
0.0 0.3 -0.1
-0.2 0.0 0.2
-0.1 -0.2 -0.2
0.1 -0.1 0.1
-0.2 0.1 0.1
0.1 0.0 -0.3
-0.2 0.0 0.2
0.1 -0.2 -0.1
-0.1 0.2 -0.2
0.1 0.0 0.1
0.0 0.0 -0.2
-0.1 -0.1 0.2
0.2 0.0 0.0
0.0 0.1 -0.2
-0.1 -0.1 0.1
-0.1 0.2 -0.2
0.1 0.1 0.3
0.0 -0.3 -0.1
0.2 -0.1 -0.1
-0.2 -0.1 0.2
-0.1 0.2 -0.1
0.3 0.0 0.0
-0.1 -0.3 -0.1
-0.1 0.2 0.2

The lowest unoccupied orbital energy (alpha / beta) comes out at -0.0568 / -1.4641 eV. The calculation puts the energy above the lowest of the compared OMol25 structures with the same formula, charge and spin at 19.7 kcal per mole. As for the gap between HOMO and LUMO (alpha / beta): 6.3 / 4.8 eV.

Here are the Löwdin charges for atoms 1 to 8, given in e:
1. P 0.8705
2. P 0.7680
3. C -0.0904
4. C -0.4526
5. H -0.0051
6. H 0.0526
7. H 0.0715
8. H 0.0555